Record 1
This record from OMol25 describes a cluster of 5 separate species, C2H14NO4 in total. The level of theory is ωB97M-V/def2-TZVPD.

Properties
- E (eV) = -11959.15276
- frontier orbital gap (spin up / spin down) (eV) = 8.6 / 4.5
- E_HOMO (spin up / spin down) (eV) = -19.229 / -19.165
- ⟨S²⟩ = 0.75
- LUMO (spin up / spin down) (eV) = -10.6 / -14.7
- net charge = +2
- multiplicity = 2

Atoms and positions in Å:
1 C -0.096 1.048 0.895
2 C -0.296 2.379 0.688
3 N 0.125 0.109 -0.160
4 H -0.046 0.645 1.896
5 H -0.348 3.240 1.386
6 H -0.497 2.692 -0.358
7 H -0.823 -0.154 -0.672
8 H 0.647 0.644 -0.882
9 H 0.638 -0.758 0.015
10 H 0.495 -0.969 -3.339
11 H -0.795 -0.464 -3.226
12 O 0.097 -0.168 -2.950
13 H 2.682 -0.991 0.907
14 H 3.857 -0.365 0.248
15 O 2.906 -0.508 0.088
16 H -3.751 -0.927 -0.443
17 H -3.202 0.562 -0.596
18 O -3.248 -0.307 -1.012
19 H 1.167 -2.381 2.580
20 H -0.190 -1.788 2.285
21 O 0.681 -1.538 2.651

***

Record 2
This record from OMol25 describes a cluster of 5 separate species, C2H14NO4S in total. The level of theory is ωB97M-V/def2-TZVPD.

Properties
- E (eV) = -22817.97196
- frontier orbital gap (eV) = 6.3
- E_HOMO (eV) = -3.147
- LUMO (eV) = 3.2
- net charge = -1

Atoms and positions in Å:
1 C 0.769 -0.572 -0.277
2 C 2.022 -0.067 -1.019
3 S 1.706 0.296 -2.785
4 N 0.005 -1.597 -0.975
5 H 0.180 0.269 0.086
6 H 1.139 -0.957 0.683
7 H 2.889 -0.688 -0.782
8 H 2.208 0.908 -0.554
9 H 0.651 -2.364 -1.122
10 H -0.190 -1.214 -1.893
11 H 2.330 2.114 1.074
12 H 1.111 2.144 2.003
13 O 2.045 1.940 1.971
14 H -2.623 -1.391 1.503
15 H -2.624 -0.255 2.544
16 O -2.496 -1.194 2.450
17 H -0.183 3.215 -0.522
18 H -0.786 1.833 -0.677
19 O -0.820 2.620 -0.119
20 H -1.820 -2.084 -0.268
21 H -2.736 -1.110 -0.968
22 O -2.776 -1.846 -0.351

***

> Which of these has the lowest net charge?

C2H14NO4S

***

> Look up the E of the first one.

-11959.15276 eV